Entry 1:
{
  "formula": "C4H6N2O",
  "method": "wB97M-V/def2-TZVPD",
  "homo_ev": -9.2,
  "max_force_ha_per_bohr": 0.041,
  "multiplicity": 1,
  "homo_lumo_gap_ev": 10.10,
  "lumo_energy_ev": 0.9,
  "mol_weight_g_mol": 98.10,
  "e_above_lowest_kj_mol": 281.2,
  "total_charge": 0,
  "smiles": "Cc1cc(N)on1",
  "species": ["C", "C", "N", "O", "C", "N", "C", "H", "H", "H", "H", "H", "H"],
  "coordinates": [[-2.322, 0.062, -0.062], [-0.836, 0.181, -0.278], [-0.365, -0.265, -1.414], [1.021, -0.342, -1.286], [1.326, 0.014, -0.036], [2.568, -0.225, 0.531], [0.241, 0.474, 0.634], [-2.747, -0.542, -0.871], [-2.534, -0.455, 0.882], [-2.833, 1.026, -0.038], [3.346, -0.171, -0.108], [2.536, -1.142, 0.969], [0.598, 1.386, 1.074]]
}

Entry 2:
{
  "formula": "C4H6N2O",
  "method": "wB97M-V/def2-TZVPD",
  "homo_ev": [-8.9, -8.9],
  "max_force_ha_per_bohr": 0.011,
  "multiplicity": 1,
  "homo_lumo_gap_ev": [9.27, 9.27],
  "lumo_energy_ev": [0.4, 0.4],
  "mol_weight_g_mol": 98.10,
  "e_above_lowest_kj_mol": 644.2,
  "total_charge": 0,
  "species": ["C", "O", "C", "N", "N", "C", "C", "H", "H", "H", "H", "H", "H"],
  "coordinates": [[-2.069, 0.501, 0.376], [-1.541, -0.288, -0.701], [-0.326, 0.008, -1.110], [0.423, 0.929, -0.797], [1.502, 1.444, -0.435], [2.204, -1.367, 0.287], [1.336, -2.150, 0.570], [-3.061, 0.100, 0.588], [-1.426, 0.420, 1.257], [-2.143, 1.546, 0.059], [1.605, 2.335, -0.933], [2.918, -0.617, 0.019], [0.579, -2.860, 0.821]]
}

Which formula does entry 2 have? C4H6N2O